ORCA calculation (ωB97M-V/def2-TZVPD) on a cluster of 2 separate species, C4H12 in total at a distorted geometry.

XYZ file:
```
16
Properties=species:S:1:pos:R:3:forces:R:3:mulliken_charge:R:1
C -2.8879 -0.0249 1.0876 -1.8 -1.1 -0.1 -0.769
C -1.5624 -0.6079 0.8343 0.0 -5.0 -0.3 -0.802
H -3.5982 -0.3425 0.2304 0.9 0.6 1.7 0.234
H -3.2401 -0.3850 2.1005 0.0 0.4 -1.3 0.236
H -2.7992 1.0150 1.1368 -0.4 1.8 -0.1 0.304
H -0.7417 -0.3341 1.4519 0.4 0.4 1.0 0.302
H -1.1642 -0.5640 -0.1750 -0.4 0.2 -0.3 0.264
H -1.8048 -1.8075 1.0305 1.4 2.7 -0.6 0.232
C 2.8193 -0.1783 -0.9505 -4.7 -2.4 -4.8 -0.786
C 1.6769 0.9007 -0.9150 1.5 -0.1 2.9 -0.953
H 3.7850 0.1821 -1.0251 1.9 0.7 1.0 0.365
H 2.5068 -1.0795 -0.4132 1.0 0.4 0.6 0.263
H 2.7469 -0.6716 -2.0955 0.1 1.2 2.6 0.176
H 2.1909 1.7999 -0.7639 0.9 1.9 -0.8 0.339
H 1.1796 1.0289 0.0573 -0.2 -1.2 0.2 0.188
H 0.8931 1.0686 -1.5911 -0.6 -0.5 -1.6 0.408
```
Positions in Å, forces in eV/Å.

Computed properties:
E (hartree): -159.513940
LUMO energy (Eh): 0.0398
Multiplicity: 1
Frontier orbital gap (eV): 12.20
Energy relative to the best compared isomer or geometry (same formula, charge and spin) (kJ/mol): 186.5

***

ORCA calculation (ωB97M-V/def2-TZVPD) on a cluster of 2 separate species, C4H12 in total at a distorted geometry.

XYZ file:
```
16
Properties=species:S:1:pos:R:3:forces:R:3:mulliken_charge:R:1
C -1.2231 0.7878 -2.2672 -0.9 -0.5 -0.4 -0.785
C -0.4343 1.4145 -1.1346 1.7 3.9 -1.1 -0.539
H -0.5380 0.0453 -2.7301 -0.9 0.3 -0.1 0.264
H -2.1140 0.3211 -1.8335 0.2 -0.6 -0.3 0.227
H -1.6815 1.4860 -3.0565 1.2 -0.7 1.2 0.259
H -0.9592 1.7579 -0.2343 -0.3 -0.5 -0.3 0.300
H -0.0996 2.4640 -1.6234 -0.1 -2.1 1.4 0.253
H 0.5036 0.8967 -0.8162 -1.0 0.3 -0.5 0.029
C 1.3731 -0.7554 1.3776 2.3 1.2 1.4 -0.490
C 0.2769 -1.5575 2.0388 0.7 1.6 2.6 -0.957
H 0.9907 0.2294 0.9925 0.6 -1.0 0.6 -0.011
H 2.3646 -0.5823 2.0401 -2.4 -0.2 -1.3 0.269
H 1.7276 -1.3302 0.5416 0.2 0.0 -0.6 0.267
H 0.1654 -1.5813 3.1526 1.0 0.1 -0.6 0.291
H 0.2575 -2.5278 1.7114 -0.2 -2.4 -0.8 0.308
H -0.6096 -1.0683 1.8412 -2.3 0.6 -1.1 0.316
```
Positions in Å, forces in eV/Å.

Computed properties:
E (hartree): -159.539331
LUMO energy (Eh): 0.0415
Multiplicity: 1
Frontier orbital gap (eV): 12.13
Energy relative to the best compared isomer or geometry (same formula, charge and spin) (kJ/mol): 119.8

***

ORCA calculation (ωB97M-V/def2-TZVPD) on a cluster of 2 separate species, C4H12 in total at a distorted geometry.

XYZ file:
```
16
Properties=species:S:1:pos:R:3:forces:R:3:mulliken_charge:R:1
C 1.4728 0.9339 0.9639 -1.0 -0.8 0.7 -0.537
C 0.7096 1.7862 2.0067 2.2 0.7 0.9 -0.892
H 2.4878 1.2065 0.6921 -0.2 0.5 -0.2 0.351
H 1.5720 -0.0459 1.4392 0.2 -0.1 -0.1 0.241
H 0.8290 0.7032 0.1192 0.3 0.5 -0.4 0.012
H 1.0172 1.3647 2.9697 -1.2 -0.5 0.2 0.244
H -0.3434 1.9270 1.8280 -0.3 -0.4 0.2 0.297
H 1.1304 2.7730 2.2629 -0.1 0.2 -1.2 0.282
C -0.3829 -1.6225 -1.4346 0.1 1.3 2.4 -0.589
C -1.8033 -1.0830 -1.6072 0.1 -0.2 -0.7 -0.805
H 0.0206 -2.1424 -2.2906 0.1 0.0 -0.1 0.316
H 0.2681 -0.8316 -1.0224 0.1 0.1 -1.3 -0.009
H -0.3096 -2.2139 -0.5260 -0.3 -1.0 -0.2 0.275
H -1.8304 -0.6242 -2.6002 -0.6 -0.3 -0.1 0.260
H -2.1702 -0.2937 -0.9512 0.6 -0.1 0.5 0.297
H -2.5063 -1.9099 -1.4831 -0.2 0.2 -0.5 0.259
```
Positions in Å, forces in eV/Å.

Computed properties:
E (hartree): -159.554088
LUMO energy (Eh): 0.0410
Multiplicity: 1
Frontier orbital gap (eV): 12.32
Energy relative to the best compared isomer or geometry (same formula, charge and spin) (kJ/mol): 81.1

***

ORCA calculation (ωB97M-V/def2-TZVPD) on a cluster of 2 separate species, C4H12 in total at a distorted geometry.

XYZ file:
```
16
Properties=species:S:1:pos:R:3:forces:R:3:mulliken_charge:R:1
C -1.0344 1.9399 -0.4703 0.3 -0.3 -0.1 -0.598
C -1.1065 1.2705 -1.8486 -0.5 0.8 0.4 -0.869
H -0.3305 2.7720 -0.5089 -0.1 0.1 0.1 0.273
H -2.0019 2.3077 -0.1352 0.0 0.1 -0.1 0.289
H -0.6624 1.2439 0.2814 -0.1 0.0 0.0 0.049
H -1.4147 2.0273 -2.5725 0.1 -0.1 -0.2 0.320
H -0.1328 0.8922 -2.1324 0.1 -0.3 -0.2 0.266
H -1.8813 0.5075 -1.8803 0.2 -0.3 0.0 0.278
C 0.6525 -1.0247 1.4308 0.3 -0.5 0.0 -0.656
C 1.4598 -2.2035 0.8949 0.3 0.1 -0.2 -0.928
H 0.4253 -1.1902 2.4838 -0.2 0.1 0.0 0.296
H 1.2470 -0.1160 1.3469 -0.2 0.1 0.0 0.256
H -0.2704 -0.9343 0.8654 -0.1 0.3 0.1 0.174
H 1.9786 -1.9245 -0.0251 -0.1 -0.1 0.0 0.281
H 0.8415 -3.0682 0.6613 0.0 -0.1 0.1 0.289
H 2.2302 -2.4996 1.6086 0.0 -0.1 0.0 0.278
```
Positions in Å, forces in eV/Å.

Computed properties:
E (hartree): -159.582225
LUMO energy (Eh): 0.0414
Multiplicity: 1
Frontier orbital gap (eV): 12.83
Energy relative to the best compared isomer or geometry (same formula, charge and spin) (kJ/mol): 7.2

***

ORCA calculation (ωB97M-V/def2-TZVPD) on a cluster of 2 separate species, C4H12 in total at a distorted geometry.

XYZ file:
```
16
Properties=species:S:1:pos:R:3:forces:R:3:mulliken_charge:R:1
C 0.5408 -2.0071 -0.7628 0.2 -0.2 0.4 -0.799
C -0.7333 -1.4038 -1.3863 0.4 -0.7 1.0 -0.668
H 1.4271 -1.8187 -1.3653 0.1 0.0 0.1 0.248
H 0.7188 -1.6482 0.2544 0.1 0.5 -0.2 0.208
H 0.4746 -3.0810 -0.5700 -0.1 -0.1 -0.5 0.331
H -1.1812 -0.7764 -0.6257 -0.3 0.3 -0.3 0.046
H -1.4308 -2.2130 -1.5605 -0.3 0.0 -0.4 0.323
H -0.5416 -0.8464 -2.2946 -0.1 0.1 -0.1 0.269
C 0.5484 1.7363 1.6708 0.2 -0.2 0.4 -0.880
C -0.3683 1.6967 0.4682 -0.2 -1.0 -0.3 -0.666
H -0.0290 1.7061 2.5923 -0.1 0.2 0.1 0.271
H 1.2302 0.8856 1.7342 -0.1 -0.1 -0.2 0.271
H 1.1819 2.6227 1.6905 -0.1 0.1 0.0 0.287
H 0.1710 1.4853 -0.4589 0.1 0.7 -0.1 0.280
H -1.0252 2.5578 0.4229 0.2 0.4 -0.3 0.340
H -1.0549 0.8461 0.4801 0.0 0.0 0.6 0.138
```
Positions in Å, forces in eV/Å.

Computed properties:
E (hartree): -159.573867
LUMO energy (Eh): 0.0433
Multiplicity: 1
Frontier orbital gap (eV): 12.63
Energy relative to the best compared isomer or geometry (same formula, charge and spin) (kJ/mol): 29.2

***

ORCA calculation (ωB97M-V/def2-TZVPD) on a cluster of 2 separate species, C4H12 in total at a distorted geometry.

XYZ file:
```
16
Properties=species:S:1:pos:R:3:forces:R:3:mulliken_charge:R:1
C 0.9112 3.0785 -0.2513 1.1 1.7 2.4 -0.878
C 2.2751 2.4408 -0.5064 0.2 2.1 2.0 -0.743
H 0.2086 2.9413 -1.0003 -1.1 -0.5 -1.8 0.312
H 1.0557 4.1909 -0.1658 -0.3 -0.9 0.1 0.265
H 0.4214 2.7528 0.6762 0.2 0.0 -0.1 0.273
H 2.7662 3.1983 -1.1574 0.3 -1.7 -0.2 0.244
H 2.8877 2.3308 0.4353 -0.6 0.8 -0.7 0.224
H 2.1112 1.4297 -0.7007 0.2 -1.6 -1.7 0.304
C -1.4270 -2.6683 -0.3694 1.5 1.9 -1.7 -0.773
C -1.6753 -3.0729 1.0591 -3.6 3.5 1.0 -0.764
H -0.3080 -2.6214 -0.5437 -1.3 -0.7 -0.4 0.229
H -1.7406 -1.6499 -0.8387 0.3 -0.8 2.1 0.256
H -2.0265 -3.2037 -1.0677 0.4 -1.6 -0.7 0.284
H -1.9712 -2.0687 1.5647 0.5 -1.6 -0.2 0.201
H -2.6111 -3.6619 1.2211 1.0 0.1 -0.3 0.244
H -0.8772 -3.4163 1.6449 1.2 -0.9 0.3 0.322
```
Positions in Å, forces in eV/Å.

Computed properties:
E (hartree): -159.534513
LUMO energy (Eh): 0.0344
Multiplicity: 1
Frontier orbital gap (eV): 11.61
Energy relative to the best compared isomer or geometry (same formula, charge and spin) (kJ/mol): 132.5

***

ORCA calculation (ωB97M-V/def2-TZVPD) on a cluster of 2 separate species, C4H12 in total at a distorted geometry.

XYZ file:
```
16
Properties=species:S:1:pos:R:3:forces:R:3:mulliken_charge:R:1
C -1.3051 1.4841 -1.2589 0.9 -1.1 -0.1 -0.776
C -0.3653 0.8887 -2.3187 -0.1 -0.1 -0.2 -0.799
H -1.9209 0.6863 -0.8420 -0.2 0.1 -0.1 0.222
H -0.6903 1.8171 -0.4238 -0.3 0.6 0.0 0.245
H -1.9434 2.2399 -1.7012 0.0 0.3 0.3 0.321
H 0.4450 1.5525 -2.6084 -0.1 0.4 0.0 0.281
H -0.9259 0.6480 -3.2184 0.0 -0.1 -0.2 0.287
H 0.1383 -0.0259 -2.0051 -0.2 -0.1 0.3 0.221
C 0.4659 -1.4571 1.2061 -1.8 0.1 0.6 -0.651
C 1.2094 -0.7833 2.3509 1.3 -1.6 -0.2 -0.881
H -0.3385 -0.7947 0.8627 0.5 0.1 -0.7 0.070
H 1.0346 -1.9116 0.4039 0.3 0.5 -0.2 0.316
H -0.1611 -2.2750 1.5882 0.4 -0.1 0.3 0.294
H 1.9089 -1.5426 2.7353 -0.2 0.1 0.3 0.272
H 0.5422 -0.5271 3.1655 0.0 0.4 0.0 0.276
H 1.9063 0.0007 2.0640 -0.5 0.5 -0.1 0.302
```
Positions in Å, forces in eV/Å.

Computed properties:
E (hartree): -159.574399
LUMO energy (Eh): 0.0415
Multiplicity: 1
Frontier orbital gap (eV): 12.54
Energy relative to the best compared isomer or geometry (same formula, charge and spin) (kJ/mol): 27.8

***

ORCA calculation (ωB97M-V/def2-TZVPD) on a cluster of 2 separate species, C4H12 in total at a distorted geometry.

XYZ file:
```
16
Properties=species:S:1:pos:R:3:forces:R:3:mulliken_charge:R:1
C 0.6736 1.2701 1.7504 0.3 0.5 0.1 -0.538
C 2.1409 0.9582 1.4206 0.3 0.1 0.7 -0.825
H -0.0119 0.7080 1.1188 -0.1 0.2 0.0 0.014
H 0.4479 1.0631 2.7962 0.0 -0.4 0.0 0.262
H 0.4949 2.3476 1.6782 -0.2 -0.2 -0.4 0.274
H 2.7428 1.8149 1.1229 -0.3 0.2 -0.3 0.282
H 2.2980 0.1756 0.6937 -0.2 -0.2 -0.3 0.274
H 2.6351 0.6208 2.3239 0.2 -0.2 0.2 0.263
C -0.7496 -1.3253 -1.3654 0.0 -0.8 0.9 -0.564
C -2.1067 -0.8768 -1.8879 0.1 -0.1 -0.5 -0.833
H 0.1000 -1.1444 -2.0153 0.0 0.6 -0.1 0.284
H -0.5753 -0.9048 -0.3730 0.3 0.2 -0.1 -0.006
H -0.6887 -2.4042 -1.1828 -0.3 0.0 -0.2 0.301
H -2.3158 0.1650 -1.6428 0.2 0.1 -0.3 0.271
H -2.1462 -1.0325 -2.9712 -0.2 0.3 0.1 0.266
H -2.9390 -1.4353 -1.4662 0.1 -0.2 0.2 0.275
```
Positions in Å, forces in eV/Å.

Computed properties:
E (hartree): -159.574650
LUMO energy (Eh): 0.0429
Multiplicity: 1
Frontier orbital gap (eV): 12.80
Energy relative to the best compared isomer or geometry (same formula, charge and spin) (kJ/mol): 27.1

***

ORCA calculation (ωB97M-V/def2-TZVPD) on a cluster of 2 separate species, C4H12 in total at a distorted geometry.

XYZ file:
```
16
Properties=species:S:1:pos:R:3:forces:R:3:mulliken_charge:R:1
C -0.5568 1.8214 -1.3933 1.9 -0.6 -0.5 -0.743
C -1.5134 0.9656 -0.5737 -2.2 1.8 -0.9 -1.024
H 0.4700 1.6458 -1.0423 -0.1 0.3 0.1 0.225
H -0.4530 1.4844 -2.4317 -0.5 0.0 0.1 0.268
H -0.6858 2.9089 -1.4638 -0.4 -0.3 0.5 0.322
H -1.2743 0.8626 0.4707 0.5 -0.5 0.2 0.296
H -2.4489 1.5581 -0.5343 0.1 -0.3 0.1 0.325
H -1.8423 0.0622 -1.0987 0.6 -0.1 0.5 0.305
C 0.9912 -1.4166 0.2252 -0.4 0.8 1.2 -0.256
C 1.1415 -1.3806 1.7829 0.2 -1.0 -1.2 -0.904
H 0.2190 -0.6808 0.0150 -0.3 -0.3 -0.3 -0.283
H 1.8336 -1.0813 -0.3743 0.4 -0.4 0.2 0.300
H 0.6329 -2.4167 -0.0218 0.2 0.2 -0.5 0.298
H 0.3526 -2.0598 2.1034 -0.3 0.5 0.6 0.246
H 1.0884 -0.3940 2.2283 -0.2 0.1 0.0 0.311
H 2.0451 -1.8792 2.1085 0.4 0.1 0.1 0.315
```
Positions in Å, forces in eV/Å.

Computed properties:
E (hartree): -159.564194
LUMO energy (Eh): 0.0423
Multiplicity: 1
Frontier orbital gap (eV): 12.53
Energy relative to the best compared isomer or geometry (same formula, charge and spin) (kJ/mol): 54.6

***

ORCA calculation (ωB97M-V/def2-TZVPD) on a cluster of 2 separate species, C4H12 in total at a distorted geometry.

XYZ file:
```
16
Properties=species:S:1:pos:R:3:forces:R:3:mulliken_charge:R:1
C 1.6070 0.2901 0.7860 -2.5 2.4 0.6 -0.692
C 1.8898 1.5816 1.6675 -1.3 -1.8 -0.7 -0.793
H 1.3707 0.5735 -0.2379 1.3 0.3 -0.5 0.222
H 2.3800 -0.3958 0.9022 0.9 -1.6 -0.1 0.396
H 0.5716 -0.0520 0.9273 0.5 -0.8 1.1 0.091
H 2.9278 1.7903 1.4724 0.2 0.9 0.2 0.266
H 1.6534 1.4882 2.7511 0.5 -0.3 -0.7 0.258
H 1.1576 2.2810 1.2809 0.5 0.8 0.0 0.253
C -2.0861 -0.9199 -0.5596 -1.0 0.7 1.2 -0.829
C -1.3713 -0.9619 -1.8591 1.8 -0.7 -1.9 -0.727
H -1.4796 -1.1211 0.3368 0.2 -0.1 -0.6 0.211
H -2.5580 0.0370 -0.3417 0.3 0.5 -0.2 0.274
H -2.9587 -1.5384 -0.4772 -0.3 -1.0 -0.3 0.332
H -0.4960 -0.2937 -1.8611 -0.1 -0.3 0.2 0.171
H -1.8456 -0.7136 -2.8214 -0.8 0.4 0.8 0.325
H -0.9931 -1.9717 -2.1457 0.0 0.5 0.8 0.241
```
Positions in Å, forces in eV/Å.

Computed properties:
E (hartree): -159.555011
LUMO energy (Eh): 0.0408
Multiplicity: 1
Frontier orbital gap (eV): 12.38
Energy relative to the best compared isomer or geometry (same formula, charge and spin) (kJ/mol): 78.7